[1]
Computed, not measured: a 9-piece molecular cluster, C27H73ClO24S8Si overall, with ωB97M-V with the def2-TZVPD basis set.

```
! wB97M-V def2-TZVPD RIJCOSX def2/J DEFGRID3
* xyz 0 1
C 3.5476 2.8096 4.1906
C 2.8077 1.4602 4.2792
C 1.4390 1.5217 3.6081
Si 0.1918 2.7587 4.3306
Cl 0.6702 -0.1288 3.6878
H 4.4233 2.7321 3.5438
H 2.9155 3.5980 3.7746
H 3.8925 3.1459 5.1690
H 3.3942 0.6878 3.7736
H 2.6938 1.1381 5.3165
H 1.5455 1.7004 2.5384
H -0.8829 2.0945 5.0981
H -0.4285 3.4826 3.2025
H 0.9043 3.7458 5.1738
O -2.1641 5.4879 2.4559
S -3.5266 5.5301 2.9029
O -4.5382 4.9482 2.0768
O -3.8968 7.0238 3.2624
C -3.6373 8.0470 2.2578
C -4.6336 7.9958 1.1260
C -3.6439 4.8684 4.5246
H -2.6088 7.9354 1.9125
H -3.7059 8.9753 2.8205
H -4.5335 7.0772 0.5508
H -4.4772 8.8411 0.4549
H -5.6529 8.0308 1.5080
H -2.8721 5.3178 5.1435
H -3.4884 3.7948 4.4372
H -4.6353 5.0816 4.9153
O 2.3010 -5.3060 -0.1410
S 1.0424 -5.6878 0.4332
O -0.1315 -5.5299 -0.3729
O 0.8706 -4.9520 1.8201
C 1.1473 -3.5179 1.8351
C 0.0405 -2.7036 1.2198
C 1.1175 -7.3327 1.0337
H 2.0989 -3.3582 1.3285
H 1.2795 -3.2885 2.8906
H -0.0564 -2.9057 0.1584
H 0.2839 -1.6487 1.3350
H -0.9148 -2.9060 1.7052
H 2.0115 -7.4383 1.6419
H 1.1701 -7.9811 0.1593
H 0.2179 -7.5366 1.6082
O 2.6744 0.1726 7.5458
S 2.1427 -1.0475 8.0798
O 1.1933 -0.9688 9.1461
O 3.3520 -1.9831 8.4987
C 4.3913 -1.3955 9.3284
C 3.9682 -1.2386 10.7707
C 1.5006 -2.0559 6.7961
H 4.6887 -0.4463 8.8824
H 5.2176 -2.0958 9.2285
H 3.1705 -0.5060 10.8775
H 4.8278 -0.9065 11.3545
H 3.6173 -2.1884 11.1734
H 2.2332 -2.1246 5.9969
H 0.5994 -1.5606 6.4398
H 1.2652 -3.0311 7.2142
O 1.6889 3.3545 0.8536
S 1.2751 4.0502 -0.3320
O 1.1254 3.3022 -1.5417
O 2.2751 5.2604 -0.5686
C 3.6957 4.9620 -0.5240
C 4.1858 4.2566 -1.7682
C -0.1697 4.9913 -0.0207
H 3.8962 4.3843 0.3788
H 4.1554 5.9417 -0.4136
H 3.7604 3.2583 -1.8564
H 5.2722 4.1709 -1.7190
H 3.9188 4.8229 -2.6603
H -0.0367 5.5594 0.8949
H -0.9855 4.2817 0.1016
H -0.3483 5.6369 -0.8765
O -0.9579 -1.1516 -3.6686
S 0.1673 -1.6256 -2.9160
O 0.4321 -1.0409 -1.6377
O 1.4603 -1.5082 -3.8316
C 1.6949 -0.2223 -4.4618
C 2.2548 0.8178 -3.5161
C 0.1160 -3.3717 -2.7654
H 0.7621 0.1125 -4.9185
H 2.3994 -0.4556 -5.2583
H 1.5356 1.0970 -2.7482
H 2.5123 1.7100 -4.0887
H 3.1529 0.4424 -3.0249
H -0.0816 -3.8051 -3.7420
H -0.6922 -3.5992 -2.0739
H 1.0592 -3.7230 -2.3535
O -8.6308 5.7215 1.7750
S -8.4642 5.7852 0.3543
O -7.5220 6.7144 -0.1903
O -9.8857 6.0114 -0.3125
C -10.7002 7.0947 0.2117
C -10.2321 8.4553 -0.2512
C -8.1414 4.1893 -0.3000
H -10.7175 7.0146 1.2987
H -11.6946 6.8662 -0.1653
H -9.2558 8.7048 0.1600
H -10.9522 9.2054 0.0785
H -10.1645 8.4887 -1.3383
H -8.8727 3.4913 0.0971
H -7.1367 3.9303 0.0302
H -8.1868 4.2439 -1.3841
O -0.4353 -2.6252 -10.6881
S 0.9796 -2.4818 -10.5214
O 1.7525 -3.6328 -10.1702
O 1.2591 -1.3071 -9.4975
C 0.5360 -1.3356 -8.2339
C 1.0810 -2.3627 -7.2710
C 1.6848 -1.7214 -11.9400
H -0.5214 -1.4931 -8.4459
H 0.6590 -0.3239 -7.8527
H 0.9162 -3.3774 -7.6297
H 0.5787 -2.2464 -6.3095
H 2.1528 -2.2260 -7.1252
H 1.1036 -0.8387 -12.1903
H 1.6328 -2.4589 -12.7381
H 2.7187 -1.4703 -11.7199
O 2.9710 -12.0218 -1.8071
S 3.2477 -10.6187 -1.7485
O 2.1917 -9.7282 -1.3712
O 3.8739 -10.1559 -3.1233
C 3.1654 -10.5251 -4.3420
C 1.9390 -9.6763 -4.5827
C 4.6527 -10.3107 -0.7401
H 2.9286 -11.5877 -4.2895
H 3.9129 -10.3767 -5.1179
H 1.1721 -9.8552 -3.8315
H 1.5300 -9.9228 -5.5633
H 2.1952 -8.6174 -4.5670
H 5.4551 -10.9761 -1.0451
H 4.3460 -10.5189 0.2828
H 4.9346 -9.2669 -0.8505
*
```

DFT total energy = -185401.88550 eV
SMILES = CC[C@H]([SiH3])Cl.CCOS(C)(=O)=O.CCOS(C)(=O)=O.CCOS(C)(=O)=O.CCOS(C)(=O)=O.CCOS(C)(=O)=O.CCOS(C)(=O)=O.CCOS(C)(=O)=O.CCOS(C)(=O)=O
Kohn-Sham gap = 10.35 eV
LUMO = 0.47 eV



[2]
Computed, not measured: a 10-piece molecular cluster, C27H76ClN10O17 overall in a non-equilibrium geometry, with ωB97M-V with the def2-TZVPD basis set.

```
! wB97M-V def2-TZVPD RIJCOSX def2/J DEFGRID3
* xyz -1 1
Cl -0.0858 0.3086 0.0483
O -0.8263 1.5522 -0.1758
O -0.9866 -0.8153 0.0817
O 0.8396 0.2607 -1.0589
O 0.7185 0.3512 1.2340
C 2.2903 4.1577 -1.4716
O 3.5123 4.3853 -0.8345
C 3.3753 4.5785 0.5992
C 2.5151 3.4958 1.2812
N 2.3392 3.7519 2.7222
C 1.5562 2.6971 3.3485
C 1.7815 2.5836 4.8804
O 3.1635 2.2754 5.1097
C 3.3315 1.5490 6.3096
H 2.0053 3.1404 -1.1871
H 2.4678 4.3334 -2.5301
H 1.4601 4.7392 -1.0577
H 2.8161 5.5187 0.6306
H 4.3644 4.7708 1.0129
H 2.8726 2.4873 1.0647
H 1.5649 3.7347 0.8035
H 3.2340 3.7086 3.1963
H 1.7719 1.7093 2.9300
H 0.4786 2.8040 3.1989
H 1.0942 1.8779 5.3482
H 1.5657 3.5739 5.2929
H 2.6634 0.6874 6.3324
H 3.3683 2.2669 7.1308
H 4.3395 1.1375 6.2205
C 1.4416 -2.5022 5.1707
O 0.4877 -1.5861 5.6104
C -0.1974 -0.9296 4.5370
C -1.4391 -1.7158 4.0252
N -2.3726 -2.1170 5.1250
C -3.2594 -1.0466 5.6021
C -4.0611 -1.6374 6.7711
O -3.1977 -2.0367 7.8693
C -2.6608 -0.9793 8.6550
H 1.9118 -3.0557 5.9825
H 2.1597 -1.9539 4.5563
H 0.9447 -3.2595 4.5579
H 0.4478 -0.8007 3.6676
H -0.6009 0.0294 4.8632
H -1.0546 -2.5966 3.5038
H -1.9299 -1.2051 3.1949
H -1.7380 -2.3701 5.8734
H -3.8687 -0.7260 4.7582
H -2.7075 -0.1861 5.9916
H -4.5931 -2.5574 6.5352
H -4.7844 -0.9125 7.1540
H -2.2796 -0.1174 8.1057
H -1.8390 -1.3904 9.2403
H -3.4802 -0.7103 9.3262
C 3.5366 -0.7025 -2.7672
O 3.6823 0.2935 -3.7383
C 3.6794 1.6234 -3.2244
C 4.5735 2.5296 -4.0901
N 4.0605 2.4488 -5.4405
C 4.9289 3.0886 -6.4336
C 4.6528 2.5667 -7.8331
O 4.5217 1.1523 -7.8201
C 4.2219 0.6106 -9.0805
H 3.1385 -0.2812 -1.8420
H 4.5382 -1.0436 -2.4851
H 2.9219 -1.4901 -3.1994
H 4.1698 1.6650 -2.2472
H 2.6897 2.0721 -3.1371
H 5.6009 2.1998 -3.9316
H 4.5055 3.5476 -3.6903
H 3.1907 2.9656 -5.3779
H 5.9764 2.8528 -6.2372
H 4.8552 4.1800 -6.4186
H 5.4130 2.8395 -8.5717
H 3.7145 2.9723 -8.2281
H 3.2543 0.9943 -9.4202
H 4.1030 -0.4646 -8.9602
H 4.9849 0.9187 -9.8001
C -3.2624 -7.2321 -6.9472
O -4.1789 -7.1546 -5.8562
C -3.5379 -6.6812 -4.6919
C -4.5978 -6.3985 -3.5760
N -3.9656 -5.8885 -2.3627
C -4.9755 -5.8028 -1.3279
C -4.2763 -5.3953 -0.0155
O -3.9946 -3.9962 -0.1535
C -3.1122 -3.5596 0.8460
H -3.8942 -7.5483 -7.7772
H -2.4883 -7.9814 -6.7676
H -2.7710 -6.3045 -7.2481
H -2.9351 -5.7960 -4.9146
H -2.8013 -7.4139 -4.3470
H -5.2822 -7.2359 -3.4483
H -5.2070 -5.5925 -4.0016
H -3.6488 -4.9525 -2.5798
H -5.4686 -6.7603 -1.1637
H -5.6855 -4.9911 -1.5125
H -3.4049 -6.0100 0.2126
H -5.0543 -5.6403 0.7154
H -3.3219 -3.8775 1.8694
H -3.0917 -2.4733 0.9533
H -2.1548 -3.8560 0.4136
C -0.2233 2.9673 -3.9742
O -0.1777 3.7717 -4.9142
N 0.5584 1.8623 -3.9078
N -0.8199 3.2232 -2.8206
H 0.5598 1.3004 -3.0690
H 1.1142 1.4425 -4.6340
H -0.6278 2.6495 -2.0153
H -1.2381 4.1409 -2.6825
C -1.2618 5.7282 -0.6443
O -1.7577 5.6738 -1.7622
N -0.9549 4.6973 0.1623
N -1.0705 6.8889 0.0273
H -1.0159 3.8023 -0.3009
H -0.6949 4.8570 1.1179
H -1.2471 7.7814 -0.4000
H -0.4161 6.7623 0.7801
C -3.6248 1.2973 2.7682
O -4.2966 1.5718 3.7361
N -4.0731 0.6151 1.7168
N -2.3820 1.6969 2.6309
H -5.0527 0.4015 1.6539
H -3.4055 0.4159 0.9889
H -1.9456 2.2870 3.3169
H -1.8735 1.4159 1.8085
O 1.7507 -2.4340 1.9162
H 2.6977 -2.4398 2.0758
H 1.4654 -1.5548 2.1804
O 0.4369 -4.0707 0.1432
H -0.1967 -3.3954 -0.1115
H 1.0498 -3.6112 0.7313
*
```

DFT total energy = -91454.43938 eV
Kohn-Sham gap = 8.77 eV
LUMO = 2.13 eV



- Kohn-Sham gap of number 2 (C27H76ClN10O17)?
  8.77 eV